(1)
Entry from the Open Molecules 2025 dataset: C4H5O2Sn as an isolated structure in a non-equilibrium geometry (the ωB97M-V functional and the def2-TZVPD basis).

Element x y z (Å)
H -1.65 -1.11 0.53
C -0.33 0.10 -0.60
C -0.66 -1.19 0.02
O 0.14 -2.10 0.17
Sn 0.33 -3.76 0.85
H -0.88 0.33 -1.52
O -0.32 2.22 0.92
C 0.07 1.29 0.20
C 1.16 0.69 -0.46
H -1.30 2.25 1.06
H 1.84 0.10 0.17
H 1.59 1.18 -1.33

Summary:
LUMO energy	-15.67	eV
total energy	-518.77370	hartree
charge	+3
gap between HOMO and LUMO	9.67	eV
spin multiplicity	1
strongest force on any atom	0.182	hartree/bohr
molecular weight	203.79	g mol⁻¹

Need the natural (NBO) charges? In units of e they are: atom 1 (H): 0.247, atom 2 (C): -0.483, atom 3 (C): 0.636, atom 4 (O): -0.853, atom 5 (Sn): 1.901, atom 6 (H): 0.381, atom 7 (O): -0.391, atom 8 (C): 0.748, atom 9 (C): -0.449, atom 10 (H): 0.577, atom 11 (H): 0.319, atom 12 (H): 0.367

---

(2)
Entry from the Open Molecules 2025 dataset: one molecule with the formula C3H9N in a non-equilibrium geometry (the ωB97M-V functional and the def2-TZVPD basis).

Element x y z (Å)
C 0.30 0.66 1.27
C 0.20 1.04 -0.20
N 0.43 -0.19 -1.08
C -0.62 -1.23 -0.89
H 0.32 1.51 2.02
H -0.57 0.08 1.66
H 1.22 -0.01 1.46
H -0.76 1.44 -0.48
H 0.96 1.84 -0.40
H 1.31 -0.63 -0.85
H -0.78 -1.54 0.15
H -1.63 -0.86 -1.19
H -0.38 -2.11 -1.47

Summary:
energy above the lowest of the compared OMol25 structures with the same formula, charge and spin	16.9	kcal/mol
LUMO energy	1.18	eV
total energy	-174.42615	hartree
gap between HOMO and LUMO	10.00	eV
spin multiplicity	1
strongest force on any atom	0.039	hartree/bohr
molecular weight	59.11	g mol⁻¹

Need the natural (NBO) charges? In units of e they are: atom 1 (C): -0.640, atom 2 (C): -0.230, atom 3 (N): -0.620, atom 4 (C): -0.424, atom 5 (H): 0.216, atom 6 (H): 0.205, atom 7 (H): 0.202, atom 8 (H): 0.194, atom 9 (H): 0.196, atom 10 (H): 0.345, atom 11 (H): 0.166, atom 12 (H): 0.189, atom 13 (H): 0.203

---

(3)
Entry from the Open Molecules 2025 dataset: a 13-piece molecular cluster, C26H72Cl4O21 overall in a non-equilibrium geometry (the ωB97M-V functional and the def2-TZVPD basis).

Element x y z (Å)
C -11.02 -33.37 15.24
C -9.77 -32.60 14.68
C -9.83 -32.85 13.19
O -10.26 -34.21 13.11
C -11.28 -34.37 14.16
H -11.87 -32.74 15.50
H -10.71 -33.89 16.15
H -8.86 -33.02 15.12
H -9.83 -31.56 14.98
H -8.87 -32.71 12.69
H -10.51 -32.19 12.64
H -11.43 -35.38 14.54
H -12.19 -34.06 13.66
C -16.74 -20.96 14.85
C -15.19 -21.20 15.05
O -14.88 -22.14 16.07
O -17.41 -22.01 14.23
H -16.98 -20.05 14.30
H -17.12 -20.90 15.88
H -14.72 -20.29 15.41
H -14.70 -21.54 14.14
H -15.25 -22.98 15.79
H -17.28 -22.09 13.28
C -1.05 -26.29 21.21
C -1.53 -25.97 22.69
O -2.95 -25.87 22.73
O -1.26 -25.16 20.34
H -1.63 -27.15 20.88
H -0.03 -26.65 21.07
H -1.10 -25.02 23.02
H -1.12 -26.80 23.27
H -3.12 -25.10 22.19
H -0.48 -25.14 19.78
C -7.00 -21.71 11.15
C -5.56 -21.96 11.73
O -5.37 -23.25 12.28
O -7.89 -21.37 12.16
H -7.39 -22.58 10.63
H -6.97 -20.82 10.52
H -5.33 -21.22 12.50
H -4.79 -21.92 10.96
H -5.60 -23.22 13.22
H -7.99 -22.09 12.78
C -17.60 -27.79 17.58
C -16.50 -28.10 16.55
O -15.25 -27.62 16.98
O -17.48 -28.65 18.65
H -18.60 -27.85 17.14
H -17.39 -26.77 17.88
H -16.81 -27.65 15.61
H -16.30 -29.16 16.38
H -14.87 -28.26 17.58
H -16.56 -28.66 18.95
C -8.49 -25.33 16.79
C -7.32 -25.05 17.78
O -6.27 -24.47 17.04
O -8.99 -24.13 16.17
H -9.38 -25.78 17.24
H -7.98 -25.94 16.04
H -6.94 -25.96 18.24
H -7.64 -24.32 18.51
H -5.47 -24.40 17.57
H -9.83 -24.03 16.62
C -9.56 -19.27 20.12
C -8.60 -18.84 18.99
O -8.18 -17.57 19.38
O -8.95 -19.77 21.29
H -10.04 -20.12 19.64
H -10.35 -18.57 20.39
H -9.13 -18.62 18.06
H -7.76 -19.51 18.82
H -7.50 -17.73 20.05
H -9.60 -19.56 21.97
C -12.05 -28.86 21.60
C -12.44 -27.43 21.91
O -13.31 -27.37 23.08
O -13.11 -29.63 20.86
H -11.73 -29.38 22.51
H -11.14 -28.83 21.00
H -12.94 -27.01 21.03
H -11.54 -26.84 22.12
H -13.73 -26.51 23.09
H -13.08 -30.56 21.09
C -0.46 -18.93 18.36
C -1.57 -18.84 17.26
O -1.05 -18.01 16.22
O -0.27 -17.71 18.99
H 0.44 -19.31 17.88
H -0.75 -19.69 19.09
H -2.47 -18.41 17.70
H -1.77 -19.79 16.76
H -1.05 -17.10 16.51
H -1.01 -17.52 19.57
C -5.58 -32.35 20.24
C -5.00 -32.81 21.59
O -4.66 -34.21 21.48
O -4.62 -32.23 19.24
H -5.85 -31.30 20.34
H -6.43 -32.94 19.90
H -5.81 -32.65 22.30
H -4.06 -32.35 21.91
H -4.23 -34.49 20.66
H -4.29 -33.11 19.07
C -3.78 -19.69 23.53
C -4.16 -18.19 23.78
O -3.83 -17.35 22.71
O -4.49 -20.30 22.43
H -4.06 -20.33 24.36
H -2.69 -19.66 23.44
H -3.74 -17.85 24.73
H -5.25 -18.15 23.75
H -3.50 -16.55 23.12
H -5.44 -20.17 22.48
C -11.46 -26.79 11.01
Cl -9.90 -27.29 10.46
Cl -12.63 -27.89 10.29
H -11.60 -26.95 12.08
H -11.70 -25.78 10.69
C -2.02 -28.40 14.37
Cl -0.35 -28.88 14.69
Cl -2.82 -29.50 13.23
H -2.56 -28.37 15.32
H -1.84 -27.40 13.96

Summary:
LUMO energy	-0.19	eV
total energy	-4454.26991	hartree
gap between HOMO and LUMO	9.43	eV
spin multiplicity	1
strongest force on any atom	0.063	hartree/bohr
molecular weight	862.65	g mol⁻¹

Atomic partial charges in e from the Mulliken method, atoms 1 to 99: atom 1 (C): -0.438, atom 2 (C): -0.464, atom 3 (C): -0.436, atom 4 (O): -0.416, atom 5 (C): -0.471, atom 6 (H): 0.311, atom 7 (H): 0.210, atom 8 (H): 0.257, atom 9 (H): 0.283, atom 10 (H): 0.322, atom 11 (H): 0.253, atom 12 (H): 0.326, atom 13 (H): 0.264, atom 14 (C): -0.380, atom 15 (C): -0.315, atom 16 (O): -0.507, atom 17 (O): -0.527, atom 18 (H): 0.325, atom 19 (H): 0.239, atom 20 (H): 0.287, atom 21 (H): 0.280, atom 22 (H): 0.291, atom 23 (H): 0.308, atom 24 (C): -0.388, atom 25 (C): -0.446, atom 26 (O): -0.513, atom 27 (O): -0.503, atom 28 (H): 0.236, atom 29 (H): 0.395, atom 30 (H): 0.270, atom 31 (H): 0.323, atom 32 (H): 0.324, atom 33 (H): 0.302, atom 34 (C): -0.252, atom 35 (C): -0.416, atom 36 (O): -0.510, atom 37 (O): -0.514, atom 38 (H): 0.235, atom 39 (H): 0.292, atom 40 (H): 0.292, atom 41 (H): 0.292, atom 42 (H): 0.297, atom 43 (H): 0.285, atom 44 (C): -0.196, atom 45 (C): -0.511, atom 46 (O): -0.516, atom 47 (O): -0.506, atom 48 (H): 0.342, atom 49 (H): 0.223, atom 50 (H): 0.301, atom 51 (H): 0.298, atom 52 (H): 0.297, atom 53 (H): 0.264, atom 54 (C): -0.509, atom 55 (C): -0.224, atom 56 (O): -0.509, atom 57 (O): -0.489, atom 58 (H): 0.386, atom 59 (H): 0.216, atom 60 (H): 0.312, atom 61 (H): 0.225, atom 62 (H): 0.292, atom 63 (H): 0.301, atom 64 (C): -0.337, atom 65 (C): -0.440, atom 66 (O): -0.528, atom 67 (O): -0.490, atom 68 (H): 0.244, atom 69 (H): 0.353, atom 70 (H): 0.290, atom 71 (H): 0.291, atom 72 (H): 0.300, atom 73 (H): 0.319, atom 74 (C): -0.394, atom 75 (C): -0.328, atom 76 (O): -0.525, atom 77 (O): -0.517, atom 78 (H): 0.331, atom 79 (H): 0.285, atom 80 (H): 0.276, atom 81 (H): 0.292, atom 82 (H): 0.298, atom 83 (H): 0.285, atom 84 (C): -0.342, atom 85 (C): -0.353, atom 86 (O): -0.512, atom 87 (O): -0.513, atom 88 (H): 0.265, atom 89 (H): 0.275, atom 90 (H): 0.277, atom 91 (H): 0.290, atom 92 (H): 0.302, atom 93 (H): 0.313, atom 94 (C): -0.487, atom 95 (C): -0.158, atom 96 (O): -0.510, atom 97 (O): -0.479, atom 98 (H): 0.280, atom 99 (H): 0.290

---

(4)
Entry from the Open Molecules 2025 dataset: one molecule with the formula C5H8N2 in a non-equilibrium geometry (the ωB97M-V functional and the def2-TZVPD basis).

Element x y z (Å)
C -0.21 -1.78 1.03
N -0.27 -2.21 -0.15
C -0.18 -1.04 -0.98
C -0.05 0.16 -0.07
C 0.96 1.28 -0.24
C -0.52 1.56 -0.29
N -0.16 -0.41 1.24
H -0.36 -2.46 1.91
H 0.74 -1.14 -1.61
H -1.05 -0.95 -1.62
H 1.51 1.36 -1.23
H 1.56 1.64 0.64
H -0.86 1.87 -1.27
H -1.07 2.06 0.49
H -0.03 0.04 2.14

Summary:
energy above the lowest of the compared OMol25 structures with the same formula, charge and spin	37.2	kcal/mol
LUMO energy	1.00	eV
total energy	-304.77618	hartree
gap between HOMO and LUMO	9.16	eV
spin multiplicity	1
strongest force on any atom	0.051	hartree/bohr
molecular weight	96.13	g mol⁻¹

Need the natural (NBO) charges? In units of e they are: atom 1 (C): 0.265, atom 2 (N): -0.473, atom 3 (C): -0.247, atom 4 (C): 0.087, atom 5 (C): -0.432, atom 6 (C): -0.430, atom 7 (N): -0.633, atom 8 (H): 0.187, atom 9 (H): 0.200, atom 10 (H): 0.202, atom 11 (H): 0.217, atom 12 (H): 0.214, atom 13 (H): 0.217, atom 14 (H): 0.217, atom 15 (H): 0.411